Record 1
{"formula": "C14H14N4O3S2", "method": "ωB97M-V/def2-TZVPD", "elements": ["C", "C", "S", "C", "N", "N", "C", "N", "C", "O", "C", "C", "N", "C", "O", "O", "C", "C", "C", "C", "C", "C", "S", "H", "H", "H", "H", "H", "H", "H", "H", "H", "H", "H", "H", "H", "H"], "xyz": [[2.90731, -0.63694, 3.07353], [1.61046, -0.52183, 3.84529], [0.31749, -1.66571, 3.18181], [-0.17572, -0.45514, 2.08242], [0.58306, 0.61157, 1.61812], [-0.31701, 1.07381, 0.64756], [-1.48211, 0.64695, 0.43396], [-2.34608, 1.27694, -0.53009], [-2.32525, 2.22518, -1.31741], [-3.23779, 2.48877, -1.94785], [-0.69887, 2.49247, -1.99565], [-0.25921, 1.48928, -2.90580], [0.19758, 0.42658, -2.21528], [-0.74511, -0.56121, -2.04914], [-2.13326, -0.93311, -2.54496], [-0.26372, -1.65051, -1.40403], [1.10579, -1.19713, -0.97812], [2.04409, -2.09293, -0.46888], [3.26861, -1.22703, -0.20758], [3.29047, -0.03759, -0.77846], [2.54907, 0.70911, -1.41292], [1.39397, 0.03701, -1.74955], [-1.79105, -0.70616, 1.31242], [2.78287, -0.33221, 2.09514], [3.57402, -0.12968, 3.63970], [3.09242, -1.92888, 2.92775], [1.68574, -0.93285, 4.89314], [1.35994, 0.45634, 3.96913], [-3.34194, 0.93953, -0.40820], [-0.90933, 3.64866, -2.26258], [-0.16395, 2.50367, -0.98085], [0.70762, 2.09228, -3.36121], [-1.09353, 1.40203, -3.60402], [1.81290, -2.96463, -0.16943], [4.18975, -1.85414, 0.11785], [4.23963, 0.45637, -0.50564], [2.72348, 1.73068, -1.70942]], "atomic_forces_ev_per_a": [[-2.25, -6.30, 0.10], [0.98, -4.38, 1.58], [0.55, 1.29, 0.67], [0.42, 0.89, -1.50], [-6.00, -3.76, -0.55], [3.16, 4.14, -0.58], [0.67, 2.33, -1.87], [-2.41, -8.13, 8.53], [9.14, 2.18, -4.92], [-6.25, 3.37, -3.70], [-4.02, 6.12, 6.56], [2.41, 5.85, -3.80], [-3.45, -4.83, -0.52], [-6.72, -5.48, -2.29], [7.62, 3.70, 2.30], [3.12, 3.23, 0.85], [-0.92, -1.79, -3.62], [2.67, 10.90, -1.31], [-1.70, -8.11, -0.17], [11.04, -1.39, 6.21], [-7.80, 4.91, -6.27], [-1.00, -1.86, 3.91], [0.36, -1.87, 2.26], [0.01, 1.04, -1.78], [2.89, 1.24, 1.27], [0.12, 3.94, 0.74], [0.46, 0.40, -0.93], [-1.55, 2.65, -0.08], [1.44, 0.21, -0.28], [1.03, -2.87, -0.28], [0.06, 0.14, -1.89], [-2.20, -1.95, 0.15], [0.65, -1.23, -0.55], [-1.26, -6.30, 2.22], [-1.54, 1.88, -0.21], [0.02, -0.14, -0.18], [0.27, -0.01, -0.06]], "lowdin_charge": [-0.1438, -0.5087, 0.9053, -0.8832, 0.0689, -0.0421, -0.6903, 0.1157, -0.5619, 0.1392, -0.0941, -0.2246, -0.0009, -0.2704, -0.1411, 0.0764, -0.0741, 0.1014, -0.0572, -0.2364, -0.0382, -0.1034, 1.0949, -0.0128, 0.0301, 0.1597, 0.0851, 0.0399, 0.1924, 0.1561, 0.0975, 0.1951, 0.1517, 0.0433, 0.1470, 0.1424, 0.1408], "lumo_energy_ev": 0.1, "smiles": "CCSc1nnc(NC(=O)CCn2c(=O)oc3ccccc32)s1", "orbital_gap_ev": 8.611, "energy_ev": -48507.58380, "fmax_ev_per_a": 12.74}

***

Record 2
{"formula": "C2H5N2S", "method": "ωB97M-V/def2-TZVPD", "elements": ["C", "C", "N", "N", "S", "H", "H", "H", "H", "H"], "xyz": [[1.09222, -1.28668, 0.33863], [1.77110, -0.37368, -0.36219], [0.51065, -2.08372, 0.97675], [-0.83603, 1.72630, -0.53320], [3.24398, 0.15494, -0.13275], [1.20343, 0.06870, -1.20721], [0.03061, -2.25434, 1.81554], [-1.59059, 1.80686, 0.14673], [-1.24728, 1.92445, -1.44797], [-0.05931, 2.52779, -0.33275]], "atomic_forces_ev_per_a": [[-2.89, -4.37, 4.07], [0.24, 2.72, -3.77], [2.34, 2.92, -2.83], [2.42, 1.91, 0.36], [1.22, -0.02, 0.77], [-0.13, -0.40, 0.55], [-0.90, -0.74, 1.18], [0.34, 0.26, -0.07], [0.23, 0.09, 0.33], [-2.85, -2.36, -0.59]], "lowdin_charge": [-0.0662, -0.6443, 0.3989, -0.0289, 0.9943, 0.0834, 0.1439, 0.0074, 0.0141, 0.0974], "charge": 1, "lumo_energy_ev": -7.5, "orbital_gap_ev": 6.402, "energy_ev": -15960.36768, "relative_energy_kj_mol": 247.96, "fmax_ev_per_a": 6.63}

***

Record 3
{"formula": "C31H60NO8", "method": "ωB97M-V/def2-TZVPD", "elements": ["C", "C", "C", "O", "O", "C", "C", "C", "C", "C", "C", "N", "C", "O", "C", "H", "H", "H", "H", "H", "H", "H", "H", "H", "H", "H", "H", "H", "H", "H", "H", "H", "H", "H", "H", "C", "C", "C", "O", "C", "H", "H", "H", "H", "H", "H", "H", "H", "C", "C", "C", "O", "C", "H", "H", "H", "H", "H", "H", "H", "H", "C", "C", "C", "O", "C", "H", "H", "H", "H", "H", "H", "H", "H", "C", "C", "C", "O", "C", "H", "H", "H", "H", "H", "H", "H", "H", "C", "C", "C", "O", "C", "H", "H", "H", "H", "H", "H", "H", "H"], "xyz": [[-1.87624, 1.65171, 2.81022], [-1.34006, 0.49160, 3.25279], [-2.05695, -0.78870, 3.08369], [-3.26565, -0.80019, 3.09720], [-1.31061, -1.90601, 3.00969], [-1.28051, -2.50010, 1.66959], [0.10772, -2.33064, 1.11262], [0.33580, -3.05384, -0.21960], [1.65346, -2.56341, -0.86685], [1.54781, -2.10409, -2.33312], [1.40235, -0.55058, -2.53109], [0.16200, -0.05854, -3.03580], [-0.83863, -0.00976, -2.06067], [-2.17440, -0.12583, -2.61857], [-2.34647, -1.34392, -3.28317], [-2.33900, 1.67876, 1.82666], [-1.90145, 2.54857, 3.42220], [-0.36410, 0.51412, 3.73284], [-1.54446, -3.54919, 1.81009], [-2.04016, -2.02581, 1.04525], [0.83306, -2.73541, 1.81303], [0.29304, -1.26825, 0.93257], [-0.50311, -2.86371, -0.89403], [0.40823, -4.13277, -0.05544], [2.04383, -1.71944, -0.29338], [2.36885, -3.39034, -0.80600], [2.49560, -2.39674, -2.80291], [0.75878, -2.61803, -2.88572], [1.73621, -0.04648, -1.58728], [2.16020, -0.28147, -3.28184], [-0.75490, -0.81407, -1.28218], [-0.90160, 0.95267, -1.49467], [-3.39179, -1.41650, -3.60590], [-2.15389, -2.20169, -2.61740], [-1.70863, -1.43118, -4.16689], [-7.00544, -0.48627, -0.64741], [-6.10369, -0.34245, 0.57675], [-5.81933, -1.79666, 0.92320], [-5.84400, -2.51844, -0.31172], [-6.38708, -1.69279, -1.34288], [-7.03029, 0.39821, -1.28299], [-8.02849, -0.71172, -0.33411], [-5.17654, 0.16570, 0.30275], [-6.56229, 0.20462, 1.39994], [-6.59584, -2.20723, 1.58049], [-4.85221, -1.93071, 1.40532], [-5.57337, -1.38719, -2.00871], [-7.11167, -2.27060, -1.91964], [2.93528, -5.11260, 5.09026], [3.79430, -4.83010, 3.85953], [2.74169, -4.74804, 2.76175], [1.55623, -4.24529, 3.38085], [1.69755, -4.27257, 4.79909], [3.41313, -4.84681, 6.03261], [2.67247, -6.17255, 5.12783], [4.29983, -3.86819, 3.96924], [4.54916, -5.59045, 3.66365], [2.52414, -5.73711, 2.34339], [3.02710, -4.08361, 1.94484], [1.82263, -3.24445, 5.15655], [0.78865, -4.68242, 5.24121], [4.42480, 2.27627, -0.92630], [5.13446, 2.52938, 0.40236], [5.49386, 1.11230, 0.83291], [5.70263, 0.36643, -0.36218], [5.23191, 1.11974, -1.49197], [4.40861, 3.13899, -1.59001], [3.39394, 1.96258, -0.74818], [6.04278, 3.11539, 0.23734], [4.52163, 3.05079, 1.13753], [4.67265, 0.65141, 1.39469], [6.39793, 1.06974, 1.44487], [6.09861, 1.47533, -2.05496], [4.63820, 0.47644, -2.14081], [-5.24505, 3.26569, 2.64313], [-4.22106, 4.39358, 2.74985], [-5.05892, 5.60854, 2.37557], [-6.39170, 5.32897, 2.80947], [-6.50387, 3.94701, 3.16138], [-4.98005, 2.37448, 3.21082], [-5.37305, 2.97530, 1.59821], [-3.86791, 4.47972, 3.78088], [-3.35655, 4.25873, 2.10188], [-5.06964, 5.76173, 1.29114], [-4.71400, 6.52801, 2.85095], [-6.57436, 3.87072, 4.25230], [-7.41831, 3.54101, 2.72694], [4.74685, 4.09958, -6.00579], [4.75678, 2.69164, -6.59706], [5.62720, 1.94286, -5.59640], [5.41653, 2.57132, -4.33299], [4.71459, 3.80192, -4.51235], [3.90427, 4.70760, -6.33180], [5.66931, 4.62413, -6.26845], [3.74574, 2.28033, -6.59729], [5.14565, 2.64279, -7.61360], [6.69016, 2.02340, -5.85394], [5.36916, 0.88651, -5.51652], [3.68691, 3.67110, -4.15796], [5.19308, 4.57752, -3.91142]], "atomic_forces_ev_per_a": [[0.00, -0.67, 0.05], [0.08, 0.88, -0.13], [-0.04, 0.07, -0.76], [0.12, -0.18, -0.18], [0.12, 0.08, -0.13], [0.12, -0.31, 0.39], [-0.02, -0.27, -0.61], [0.14, 0.39, 0.01], [-0.48, -0.49, -0.34], [0.64, 0.20, 0.42], [-0.42, 0.12, -0.73], [-0.10, 0.01, 0.20], [0.30, -0.06, -0.26], [-0.02, 0.05, 0.19], [-0.23, -0.14, -0.18], [-1.17, -0.16, 0.58], [1.28, 0.39, -0.61], [-0.55, -0.16, 1.04], [0.01, 0.01, -0.10], [0.00, -0.02, -0.01], [0.00, 0.30, 0.30], [0.03, 0.03, 0.20], [0.03, -0.07, -0.02], [-0.23, -0.02, 0.03], [0.18, -0.10, 0.09], [0.15, 0.15, 0.14], [-0.06, 0.01, -0.12], [-0.13, 0.06, 0.11], [0.07, -0.17, 0.10], [0.09, 0.04, 0.11], [-0.08, 0.02, -0.01], [-0.13, 0.02, 0.05], [0.01, 0.12, 0.08], [0.10, 0.03, -0.02], [0.13, 0.01, 0.11], [-0.08, -0.03, 0.06], [0.09, 0.06, -0.09], [-0.02, -0.07, 0.05], [-0.09, 0.02, 0.02], [0.18, 0.07, -0.05], [0.04, 0.00, -0.01], [-0.01, 0.00, -0.01], [0.01, -0.02, 0.00], [-0.02, -0.02, 0.02], [0.01, 0.04, 0.04], [0.00, -0.04, -0.02], [-0.03, 0.03, -0.02], [0.01, -0.04, 0.02], [-0.01, -0.09, -0.03], [0.01, 0.09, 0.04], [-0.03, -0.06, -0.04], [0.05, -0.13, 0.06], [0.03, 0.10, 0.00], [0.01, 0.02, -0.01], [-0.01, 0.01, 0.01], [0.00, 0.00, -0.02], [-0.01, -0.02, 0.00], [0.05, -0.01, -0.01], [-0.06, 0.02, -0.01], [0.00, -0.02, 0.06], [-0.03, 0.01, -0.04], [-0.11, -0.04, 0.11], [0.07, 0.06, -0.05], [-0.12, -0.07, -0.02], [-0.01, 0.05, 0.02], [0.13, -0.01, -0.08], [0.03, 0.00, -0.01], [0.00, -0.01, -0.04], [0.01, -0.01, 0.01], [-0.02, -0.02, 0.00], [0.00, 0.05, 0.04], [0.01, -0.03, -0.01], [-0.04, 0.04, -0.04], [0.00, -0.07, 0.06], [-0.01, -0.01, -0.08], [0.00, -0.04, 0.09], [-0.02, -0.04, -0.10], [0.01, -0.01, 0.02], [0.04, 0.01, 0.09], [0.02, 0.00, -0.01], [0.00, -0.01, 0.00], [0.01, 0.02, -0.01], [-0.01, 0.02, -0.03], [0.06, 0.01, 0.00], [-0.05, 0.01, 0.02], [-0.01, -0.05, 0.00], [-0.01, 0.05, -0.01], [0.11, 0.02, -0.03], [-0.12, -0.02, 0.01], [0.06, 0.01, -0.01], [0.07, 0.08, -0.01], [-0.16, -0.06, 0.02], [-0.02, -0.02, 0.01], [0.00, 0.00, 0.01], [0.01, -0.01, 0.01], [0.02, 0.02, 0.01], [-0.01, -0.02, -0.05], [-0.01, 0.00, 0.05], [-0.01, 0.04, -0.01], [0.04, -0.03, 0.02]], "lowdin_charge": [0.0473, -0.0552, -0.5226, 0.1128, -0.0286, -0.1379, -0.1928, -0.2053, -0.2216, -0.1947, -0.3670, -0.1286, -0.4219, -0.2244, -0.1813, 0.0762, 0.0580, 0.1103, 0.1298, 0.1276, 0.0917, 0.1141, 0.0837, 0.1052, 0.0877, 0.0885, 0.0805, 0.0961, 0.0800, 0.0689, 0.0857, 0.0906, 0.0608, 0.0682, 0.0632, -0.1717, -0.1726, -0.2006, -0.1398, -0.2048, 0.1091, 0.1076, 0.1153, 0.1048, 0.1157, 0.0954, 0.1119, 0.1120, -0.1740, -0.1692, -0.1984, -0.1586, -0.2022, 0.1072, 0.1104, 0.1140, 0.1088, 0.1195, 0.1164, 0.1195, 0.1174, -0.1612, -0.1732, -0.2208, -0.1439, -0.1983, 0.0985, 0.1113, 0.1083, 0.1063, 0.1143, 0.1092, 0.1055, 0.1123, -0.1744, -0.1830, -0.2073, -0.1457, -0.2056, 0.1110, 0.1141, 0.1125, 0.1049, 0.1176, 0.1133, 0.1152, 0.1143, -0.1727, -0.1687, -0.2017, -0.1564, -0.2107, 0.1099, 0.1092, 0.1186, 0.1075, 0.1142, 0.1201, 0.1230, 0.1145], "charge": -1, "lumo_energy_ev": 2.1, "orbital_gap_ev": 4.044, "energy_ev": -50984.71330, "fmax_ev_per_a": 1.47}